[1]
{"formula": "C39H61N4O17P2RbS3", "method": "the ωB97M-V functional and the def2-TZVPD basis", "symbols": ["O", "C", "H", "S", "O", "C", "H", "C", "H", "C", "H", "N", "O", "H", "C", "H", "H", "H", "H", "H", "S", "H", "C", "H", "P", "H", "H", "H", "O", "C", "O", "C", "C", "C", "O", "C", "H", "C", "H", "C", "O", "H", "H", "C", "O", "O", "H", "C", "C", "O", "O", "C", "P", "H", "C", "H", "C", "H", "H", "O", "H", "H", "H", "C", "C", "C", "C", "H", "H", "H", "H", "H", "C", "H", "C", "C", "C", "H", "H", "N", "C", "H", "C", "H", "N", "C", "O", "Rb", "H", "O", "H", "H", "H", "H", "H", "H", "H", "N", "C", "O", "H", "H", "O", "H", "H", "H", "C", "S", "H", "C", "H", "O", "C", "H", "H", "C", "C", "H", "H", "H", "C", "H", "C", "C", "H", "H", "H"], "xyz": [[0.0853, 3.5166, 1.1432], [-0.0253, 4.2399, -1.8516], [3.8777, 3.9701, -2.2292], [3.7832, 1.6896, 1.0207], [0.5150, 5.6962, 1.4656], [1.9625, 3.7325, -3.2900], [-1.7921, -5.1377, 2.1339], [-1.6482, -4.2729, 2.7958], [-5.3258, 0.1938, -1.5613], [-1.9696, -3.1634, -3.3006], [4.3428, 0.2376, 3.8128], [-2.7431, -3.3261, 2.6865], [1.6119, 2.6771, -1.2755], [-1.9464, -4.1817, -3.6978], [4.7623, 0.3036, 1.6987], [1.8654, 4.8517, 4.1302], [5.5370, -1.9109, 3.1640], [2.5243, -4.8509, 3.7945], [-4.8266, -3.5022, -1.7206], [-2.9970, 0.8148, 3.2761], [2.1644, -2.8103, 1.7557], [-4.1644, -4.3207, 3.8563], [5.1295, 3.9108, 4.1892], [3.0097, -0.2318, 2.7697], [-2.7457, -1.8286, -1.1708], [-2.7865, -2.6218, -3.7736], [4.0503, -2.1265, 4.0746], [-1.5001, 2.8598, 1.4371], [-3.1919, -2.3935, 0.3125], [-1.4262, 3.7774, -1.3917], [-1.5945, 2.5319, -1.2445], [-4.0554, -3.9218, 2.8432], [3.9603, -2.7464, 2.0143], [0.8790, 4.8156, -0.7141], [-2.2583, 4.6846, -1.2217], [-0.3638, 1.6447, -7.7867], [-4.7754, -0.6705, 0.5572], [1.6688, -2.8964, 3.4924], [-4.0736, 0.8220, 1.2249], [1.4884, -4.1286, 5.5338], [-0.2756, 1.3421, 3.3979], [-2.7872, -0.7241, -8.0171], [-1.5643, -4.6377, 3.8242], [0.4378, -1.9694, 5.3094], [2.3712, 1.2369, 1.0560], [1.6964, -1.4829, 1.3368], [1.0459, 1.7876, -6.1885], [0.7343, -3.0904, 6.0719], [0.4142, 4.6794, 0.7562], [-1.9069, -0.6366, -1.0777], [-1.1439, -1.5647, 1.7021], [-1.9272, -0.1608, -7.6590], [-2.5576, -1.9728, 1.7418], [2.7744, 3.8839, -0.0385], [-1.0902, -3.8982, -1.1671], [-3.1263, -0.1028, -9.6586], [0.8572, 3.1175, -2.4180], [3.2366, -1.3977, -1.0699], [1.8460, 3.3019, 2.2294], [-2.2398, 2.2073, 1.3686], [0.6562, -0.9975, 3.3976], [-2.3975, -0.6862, 3.9953], [6.0499, 2.5689, 2.7996], [5.1254, 3.0414, 3.1096], [3.9302, 2.7909, 2.4422], [2.7609, 3.4442, 2.8054], [-0.2326, 0.0824, -5.9137], [-5.4847, 0.0628, 1.9992], [2.4937, 2.9483, -3.8321], [-0.2228, 5.0048, -2.6058], [1.7113, -5.0061, 6.1281], [-4.8210, -3.1658, 2.6834], [0.8957, -1.8649, 4.0011], [3.2199, 0.0330, -1.5406], [2.1360, 3.9544, -0.9178], [3.9545, 4.5482, 4.5781], [-4.5421, -0.1585, -2.2406], [-1.0342, 1.5610, 2.8273], [4.2671, -3.7787, 2.2037], [-2.2026, -3.2393, -1.8469], [2.7786, 4.3293, 3.8770], [-5.6777, -2.5596, -2.9578], [0.2153, 1.2349, -6.6091], [0.0064, 2.5188, -8.3082], [-4.1612, -1.5385, -1.9403], [4.4476, -1.7998, 3.1117], [-1.6075, 2.4023, -10.2473], [0.1145, 0.1421, 0.1356], [1.5689, 4.4520, -4.0096], [-2.9532, 0.6553, -10.2270], [-4.9172, -0.0951, -3.2653], [-3.6766, 0.4966, -2.1420], [1.0933, 5.8767, -0.8398], [3.9668, 5.2290, 5.4210], [-2.2994, 2.1839, 0.3798], [4.3289, -2.4572, 1.0275], [4.7787, -0.3680, 0.8414], [-3.6879, -0.9421, 2.3407], [-1.4396, 0.9520, -8.3605], [3.8130, -0.6311, -1.1648], [0.4701, 1.6238, 2.8520], [6.0530, 4.0981, 4.7245], [2.1577, -3.1648, -1.1036], [-6.0127, -2.2703, -1.2399], [5.7753, 0.6571, 1.8958], [-0.7172, -3.7791, 2.5328], [4.0879, -0.3219, 2.9110], [0.5396, -0.4958, -4.4979], [-1.0336, -2.6536, -3.5513], [2.8655, 4.3807, -2.2073], [-4.2122, -4.7424, 2.1313], [2.4654, -3.8900, -0.1771], [-5.2249, -2.5183, -1.9624], [-1.1851, -3.7987, -0.0869], [2.9291, 5.4671, -2.2914], [1.9469, -4.0412, 4.2280], [-1.3527, -0.5785, -6.4817], [0.3158, 2.2858, -2.8590], [-1.1031, -4.9633, -1.4141], [-0.1298, -3.4798, -1.4732], [-4.5463, -0.1309, 1.4717], [-4.0821, -0.1953, 4.2680], [-3.2648, -0.2085, 3.5408], [-1.9693, 1.4184, -9.6489], [-0.1589, -1.1653, 5.7211], [-1.7446, -1.4438, -5.9614], [0.3728, -3.1603, 7.0904]], "forces_ev_per_a": [[0.049, 0.082, 0.179], [-0.189, -0.175, 0.080], [0.005, 0.006, -0.016], [0.103, -0.077, 0.354], [0.084, -0.063, 0.077], [0.053, -0.005, 0.034], [-0.014, 0.005, -0.003], [0.016, 0.011, 0.023], [-0.007, -0.028, 0.007], [-0.033, -0.138, -0.009], [0.029, -0.020, 0.012], [0.062, -0.092, -0.070], [0.088, -0.243, -0.089], [-0.006, -0.005, 0.008], [-0.178, -0.014, -0.025], [-0.008, -0.001, -0.036], [0.002, -0.013, 0.029], [-0.015, -0.005, -0.010], [-0.018, -0.014, -0.014], [0.010, -0.007, -0.017], [-0.383, 0.587, 2.743], [-0.005, -0.019, -0.005], [-0.007, 0.034, -0.011], [0.003, 0.062, 0.047], [-0.718, -0.139, 0.164], [0.001, -0.015, -0.015], [0.031, -0.060, -0.005], [-0.056, 0.062, -0.069], [0.406, 0.056, -0.032], [0.029, -0.064, 0.135], [-0.226, -0.170, -0.029], [0.037, 0.031, 0.030], [-0.054, 0.194, -0.011], [-0.128, -0.018, 0.167], [-0.045, -0.082, 0.036], [0.017, 0.028, -0.007], [-0.049, -0.022, 0.019], [-0.144, -0.264, -0.239], [0.022, -0.002, 0.017], [0.006, -0.018, -0.024], [0.024, -0.325, -0.039], [0.009, -0.025, 0.023], [-0.013, -0.011, 0.000], [-0.015, -0.002, 0.012], [0.433, 0.111, 0.205], [0.638, -0.441, -0.620], [0.003, -0.006, -0.001], [-0.013, 0.007, -0.004], [-0.039, -0.060, -0.080], [-0.624, -0.528, -0.457], [-0.396, -0.639, 0.189], [-0.014, -0.008, -0.019], [-0.362, -0.047, 0.148], [-0.013, -0.029, 0.010], [-0.109, -0.120, 0.057], [0.009, -0.001, 0.001], [0.025, 0.236, -0.067], [-0.041, 0.032, -0.034], [-0.031, -0.034, 0.101], [0.065, -0.156, 0.090], [-0.073, -0.025, 0.002], [0.000, 0.010, 0.007], [-0.006, -0.017, 0.012], [0.006, -0.008, -0.016], [-0.060, 0.135, 0.016], [-0.002, 0.019, -0.116], [0.029, -0.070, -0.003], [0.002, 0.012, 0.004], [-0.014, 0.002, -0.020], [0.144, 0.060, 0.013], [-0.006, -0.002, 0.001], [-0.016, -0.009, 0.029], [0.164, 0.030, 0.052], [0.063, 0.218, -0.025], [-0.051, 0.122, -0.179], [-0.006, -0.023, -0.011], [0.055, 0.018, -0.070], [0.050, 0.010, -0.054], [0.012, 0.000, -0.024], [0.261, 0.202, -0.115], [0.035, 0.014, 0.029], [-0.006, -0.003, 0.001], [-0.047, -0.019, -0.018], [0.018, 0.001, 0.022], [-0.062, 0.197, 0.054], [0.090, 0.121, -0.064], [0.035, 0.015, 0.003], [0.374, 2.019, -0.480], [0.009, -0.008, -0.009], [-0.013, -0.003, 0.020], [0.003, -0.025, -0.003], [-0.011, 0.011, 0.006], [0.037, -0.030, -0.189], [0.000, 0.013, -0.011], [0.115, 0.100, 0.001], [0.090, -0.044, 0.016], [0.087, -0.018, 0.026], [0.156, 0.300, -0.262], [-0.004, 0.003, -0.012], [-0.044, -0.094, -0.130], [0.040, 0.249, 0.009], [0.003, -0.003, -0.003], [-0.019, 0.066, -0.127], [0.004, 0.004, 0.003], [0.014, -0.017, -0.035], [0.016, 0.002, 0.026], [-0.036, -0.081, -0.080], [0.058, -0.061, 0.034], [-0.021, 0.051, 0.016], [-0.020, 0.012, 0.017], [-0.007, 0.011, -0.013], [0.326, -0.845, -1.502], [0.012, 0.029, -0.042], [0.016, 0.002, 0.005], [0.022, -0.007, -0.006], [-0.018, 0.082, 0.140], [0.033, 0.029, 0.006], [0.003, -0.040, 0.061], [0.036, 0.003, -0.025], [-0.010, 0.024, -0.023], [-0.029, -0.001, 0.030], [-0.007, 0.006, -0.004], [-0.108, -0.072, 0.089], [-0.033, -0.017, 0.012], [0.021, 0.019, -0.012], [-0.013, -0.003, -0.020], [-0.004, -0.009, 0.000]], "mulliken_charge": [-0.710, 0.497, 0.228, 0.334, -0.882, -0.973, 0.353, -0.555, 0.282, -0.973, 0.560, 0.342, -0.144, 0.399, -0.893, 0.507, 0.489, 0.405, 0.300, 0.198, -0.125, 0.341, -0.587, -0.474, -0.334, 0.317, 0.368, 0.257, -0.320, -0.554, -0.384, -1.179, -0.920, -0.118, -0.871, -0.664, -0.097, 0.354, -0.019, -0.772, -0.661, 0.082, 0.338, -0.871, 0.449, 0.935, 0.338, -0.587, -0.110, 0.293, 1.954, -0.618, -2.131, 0.725, -0.791, 0.289, 0.143, 0.287, -0.384, -0.587, 0.443, 0.219, 0.350, -0.666, 0.498, 0.569, 0.101, 0.404, 0.297, 0.430, 0.385, 0.337, 0.129, 0.290, -0.078, -0.552, -0.909, 0.224, 0.603, 0.130, -1.036, 0.321, -0.372, 0.402, 0.449, -1.213, -0.625, 0.412, 0.477, -0.517, 0.309, 0.192, 0.329, 0.364, 0.216, 0.626, 0.676, 0.544, 0.941, -0.705, 0.162, 0.376, -0.078, 0.296, 0.488, -0.278, 0.434, -0.273, 0.146, -1.316, 0.290, -0.146, -1.153, 0.147, 0.364, -0.542, -0.935, 0.489, 0.380, 0.197, -0.285, 0.279, -0.844, 0.687, 0.465, 0.223, 0.358], "lumo_energy_ev": [2.061, 1.674], "orbital_gap_ev": [4.08, 3.69], "total_energy_ha": -4922.332049, "homo_energy_ha": [-0.0741, -0.0741], "spin_multiplicity": 1, "charge": -2}

[2]
{"formula": "C2H5NOS", "method": "the ωB97M-V functional and the def2-TZVPD basis", "symbols": ["C", "H", "H", "N", "H", "C", "H", "S", "H", "O"], "xyz": [[0.2521, 1.3351, 0.1536], [1.0366, 1.5772, 0.9418], [0.5119, 2.0073, -0.6618], [-0.7212, -0.7934, 0.2207], [0.2330, -2.2172, -0.3198], [0.4148, -0.1492, -0.1722], [-0.7671, 1.6653, 0.5385], [1.5806, -0.8816, -0.9550], [-1.6471, -0.4462, 0.5524], [-0.8936, -2.0972, -0.2981]], "forces_ev_per_a": [[1.000, 0.778, 1.666], [-1.066, -0.174, -0.719], [-0.027, -0.384, -0.338], [-0.852, -0.830, -0.799], [-3.164, -0.712, -0.806], [-4.745, 2.590, 1.590], [1.252, -0.811, -0.417], [1.994, -1.184, -0.844], [1.670, 0.141, -0.511], [3.938, 0.585, 1.176]], "mulliken_charge": [-0.829, 0.233, 0.281, -0.112, 0.318, 0.517, 0.244, -0.485, 0.265, -0.432], "lumo_energy_ev": 0.733, "orbital_gap_ev": 9.74, "total_energy_ha": -607.300661, "de_lowest_ev": 2.889, "homo_energy_ha": -0.3310, "smiles": "CC(=S)NO", "spin_multiplicity": 1, "charge": 0}

Taking the records one at a time from the top gives maximum force values of 2.8 5.6 eV/A.